[1]
{
  "formula": "C2H7N3",
  "method": "wB97M-V/def2-TZVPD",
  "smiles": "[H]/N=C/NNC",
  "orbital_gap_ev": 10.4,
  "lumo_ev": 0.984,
  "e_homo_ev": -9.38,
  "total_energy_ev": -6655.9293,
  "fmax_ev_per_a": 3.98,
  "de_lowest_kj_mol": 195.54,
  "species": ["C", "C", "H", "H", "H", "H", "H", "H", "H", "N", "N", "N"],
  "xyz": [[-1.805, 0.133, -0.344], [1.415, 0.171, -0.041], [-2.636, 0.468, 0.400], [-2.160, -0.649, -1.054], [-1.483, 0.994, -0.939], [-0.624, 0.177, 1.305], [0.719, -1.648, 0.021], [1.080, 1.115, 0.417], [3.325, 0.580, 0.140], [-0.817, -0.463, 0.530], [0.323, -0.694, -0.285], [2.663, -0.184, -0.151]],
  "nbo_charge": [-0.414, 0.259, 0.191, 0.205, 0.176, 0.334, 0.384, 0.135, 0.352, -0.455, -0.480, -0.688]
}



[2]
{
  "formula": "C2H3Cl2NO",
  "method": "wB97M-V/def2-TZVPD",
  "orbital_gap_ev": 9.8,
  "lumo_ev": 0.640,
  "e_homo_ev": -9.14,
  "total_energy_ev": -30702.7865,
  "fmax_ev_per_a": 4.28,
  "de_lowest_kj_mol": 263.36,
  "species": ["C", "C", "N", "O", "Cl", "Cl", "H", "H", "H"],
  "xyz": [[-1.558, -2.558, 2.447], [1.844, -0.445, 1.225], [1.487, 0.776, 1.029], [-0.774, -3.084, 1.696], [-3.243, -3.015, 2.506], [1.364, -1.470, -0.212], [-1.221, -1.885, 3.153], [1.161, 1.181, 0.131], [1.740, 1.582, 1.703]],
  "nbo_charge": [0.364, 0.118, -0.792, -0.465, -0.051, -0.125, 0.149, 0.387, 0.413]
}



[3]
{
  "formula": "C35H42Cl2N7Si2Ti",
  "method": "wB97M-V/def2-TZVPD",
  "charge": -1,
  "orbital_gap_ev": 6.1,
  "lumo_ev": 2.206,
  "e_homo_ev": -3.89,
  "total_energy_ev": -111330.2355,
  "fmax_ev_per_a": 0.47,
  "de_lowest_kj_mol": 105.85,
  "species": ["Ti", "C", "N", "C", "C", "C", "C", "C", "N", "C", "C", "C", "C", "C", "C", "H", "H", "H", "H", "H", "H", "H", "H", "H", "H", "H", "Cl", "C", "Cl", "H", "H", "C", "Si", "C", "C", "N", "C", "C", "C", "C", "C", "C", "N", "Si", "C", "C", "C", "H", "H", "H", "H", "H", "H", "H", "H", "H", "H", "H", "H", "H", "H", "H", "H", "H", "H", "H", "H", "H", "H", "N", "C", "C", "C", "C", "C", "C", "C", "N", "C", "C", "N", "C", "H", "H", "H", "H", "H", "H", "H"],
  "xyz": [[-0.461, -0.085, 0.215], [4.009, 0.572, -1.469], [2.610, 0.965, -1.341], [1.855, 1.024, -2.353], [0.461, 1.456, -2.293], [-0.177, 2.138, -3.307], [-1.425, 2.567, -2.798], [-1.490, 2.106, -1.505], [-0.352, 1.409, -1.174], [4.444, -0.104, -2.744], [4.483, -1.493, -2.815], [4.874, -2.131, -3.983], [5.226, -1.387, -5.100], [5.191, 0.000, -5.041], [4.806, 0.634, -3.868], [4.220, -0.091, -0.626], [4.610, 1.473, -1.306], [2.214, 0.815, -3.369], [0.238, 2.337, -4.284], [-2.176, 3.154, -3.304], [-2.263, 2.247, -0.767], [4.193, -2.073, -1.945], [4.897, -3.213, -4.023], [5.528, -1.884, -6.013], [5.466, 0.588, -5.908], [4.785, 1.717, -3.820], [-0.794, -2.107, 2.202], [-2.611, -2.312, 2.741], [-1.704, 1.203, 1.716], [-2.475, -2.306, 3.830], [-2.979, -1.300, 2.513], [-0.817, -4.030, -2.093], [-0.199, -2.258, -2.363], [1.192, -2.334, -3.621], [-1.569, -1.256, -3.163], [0.337, -1.546, -0.852], [1.449, -2.067, -0.183], [2.087, -3.273, -0.473], [3.153, -3.714, 0.302], [3.575, -2.970, 1.393], [2.947, -1.769, 1.698], [1.914, -1.285, 0.900], [1.225, -0.086, 1.086], [1.853, 1.205, 2.120], [3.706, 1.438, 1.868], [1.484, 0.743, 3.904], [1.132, 2.872, 1.664], [-1.897, -4.103, -2.244], [-0.596, -4.383, -1.084], [-0.339, -4.720, -2.795], [0.775, -2.693, -4.567], [2.005, -3.003, -3.339], [1.625, -1.349, -3.801], [-1.410, -1.258, -4.246], [-1.594, -0.213, -2.846], [-2.552, -1.690, -2.969], [1.736, -3.892, -1.288], [3.633, -4.656, 0.065], [4.379, -3.330, 2.023], [3.249, -1.217, 2.579], [4.298, 0.527, 1.802], [4.090, 2.034, 2.702], [3.857, 2.009, 0.951], [2.339, 0.922, 4.563], [1.206, -0.311, 3.969], [0.636, 1.320, 4.277], [0.821, 2.887, 0.618], [1.912, 3.628, 1.793], [0.273, 3.140, 2.276], [-7.011, -8.553, 0.578], [-6.498, -7.536, 0.418], [-5.861, -6.263, 0.210], [-4.922, -5.791, 1.125], [-4.313, -4.563, 0.930], [-4.650, -3.829, -0.199], [-5.585, -4.285, -1.121], [-6.198, -5.506, -0.912], [-4.013, -2.581, -0.400], [-4.597, -1.383, -0.779], [-3.620, -0.451, -0.683], [-2.449, -1.050, -0.262], [-2.730, -2.320, -0.084], [-4.682, -6.380, 2.000], [-3.626, -4.110, 1.661], [-5.814, -3.696, -1.999], [-6.926, -5.884, -1.617], [-5.638, -1.311, -1.038], [-3.674, 0.602, -0.889], [-2.044, -3.067, 0.271]],
  "lowdin_charge": [0.718, -0.179, 0.088, -0.124, -0.314, -0.068, -0.102, -0.221, -0.091, -0.230, -0.041, -0.090, -0.102, -0.094, -0.058, 0.104, 0.116, 0.114, 0.098, 0.084, 0.060, 0.104, 0.102, 0.094, 0.096, 0.114, 0.441, -0.473, 0.117, -0.082, -0.092, -0.168, 0.440, -0.159, -0.150, -0.161, -0.335, -0.067, -0.113, -0.104, -0.059, -0.365, -0.209, 0.413, -0.174, -0.167, -0.203, 0.019, 0.028, 0.029, 0.035, 0.014, 0.019, 0.037, 0.004, 0.021, 0.081, 0.094, 0.093, 0.092, 0.014, 0.031, 0.014, 0.022, 0.017, 0.024, 0.012, 0.027, -0.002, 0.140, -0.192, -0.241, -0.009, 0.015, -0.179, -0.006, -0.033, 0.005, -0.029, -0.126, -0.052, -0.238, 0.121, 0.065, 0.115, 0.116, 0.118, 0.093, 0.086]
}